1.
{
  "formula": "C6H9ClSSi",
  "method": "ωB97M-V with the def2-TZVPD basis set",
  "species": ["C", "C", "C", "C", "C", "C", "Si", "S", "Cl", "H", "H", "H", "H", "H", "H", "H", "H", "H"],
  "xyz": [[-0.573, -3.464, -0.605], [-0.374, -2.290, -1.303], [-1.020, -3.277, 0.674], [-0.879, -1.182, -0.648], [0.997, 2.439, 1.463], [-1.880, 1.569, 0.235], [-0.975, 0.599, -1.156], [-1.359, -1.623, 0.898], [-3.428, 0.670, 0.290], [-0.328, -4.450, -0.944], [-0.157, -2.193, -2.402], [-1.120, -4.041, 1.433], [0.282, 2.217, 0.771], [1.663, 3.192, 1.244], [1.216, 1.799, 2.236], [-2.205, 2.558, 0.176], [-1.242, 1.426, 1.208], [-1.368, 0.841, -2.451]],
  "lowdin_charge": [-0.22, -0.22, -0.39, -0.73, 0.14, -0.74, 0.69, 0.94, 0.47, 0.10, 0.12, 0.07, -0.12, -0.03, -0.02, -0.01, 0.04, -0.10],
  "multiplicity": 1,
  "e_tot_ha": -1381.7187,
  "lumo_ha": [-0.025, -0.004],
  "e_above_lowest_ev": 6.176
}

2.
{
  "formula": "C6H9CoO6P",
  "method": "ωB97M-V with the def2-TZVPD basis set",
  "species": ["O", "C", "Co", "C", "C", "O", "O", "C", "O", "P", "O", "C", "O", "C", "H", "H", "H", "H", "H", "H", "H", "H", "H"],
  "xyz": [[0.000, 2.765, -0.974], [-0.001, 1.677, -0.589], [-0.018, 0.024, -0.115], [1.447, -0.835, -0.588], [-1.448, -0.834, -0.586], [2.390, -1.382, -0.973], [-2.392, -1.380, -0.974], [-1.742, 0.591, 4.271], [-0.673, -0.296, 3.935], [-0.387, -0.278, 2.253], [1.256, -0.416, 2.497], [1.807, 0.930, 2.889], [-1.285, -1.642, 1.981], [-0.436, -2.807, 2.018], [-2.625, 0.343, 3.693], [-1.396, 1.592, 4.051], [-1.929, 0.473, 5.329], [1.735, 1.600, 2.028], [1.269, 1.347, 3.742], [2.850, 0.772, 3.155], [0.295, -2.704, 1.215], [0.032, -2.878, 2.997], [-1.093, -3.648, 1.827]],
  "lowdin_charge": [0.28, -0.05, 0.39, -0.02, -0.06, 0.28, 0.28, -0.09, -0.23, 0.96, -0.30, -0.01, -0.29, -0.05, 0.09, 0.09, 0.12, 0.08, 0.10, 0.12, 0.08, 0.11, 0.12],
  "multiplicity": 4,
  "e_tot_ha": -2408.7936,
  "charge": 2,
  "lumo_ha": [-0.367, -0.466]
}

3.
{
  "formula": "C6H9F2HoNO5S2",
  "method": "ωB97M-V with the def2-TZVPD basis set",
  "species": ["N", "S", "O", "S", "O", "C", "F", "F", "O", "C", "C", "O", "C", "C", "O", "C", "Ho", "H", "H", "H", "H", "H", "H", "H", "H", "H"],
  "xyz": [[3.392, 0.786, -0.380], [4.389, 1.629, -1.210], [5.736, 1.065, -1.109], [2.113, 1.659, 0.336], [1.917, 0.746, 1.554], [0.731, 1.114, -0.911], [0.788, 2.116, -1.811], [1.162, 0.028, -1.571], [-1.039, 2.147, 1.248], [-1.724, 2.172, 0.064], [-1.346, 0.998, -0.804], [-1.442, -0.122, -0.052], [-1.818, -1.398, -0.607], [-0.916, -2.463, -0.035], [-0.992, -2.485, 1.387], [0.032, -1.956, 2.069], [-0.213, 0.558, 2.065], [-1.488, 3.076, -0.540], [-2.828, 2.127, 0.174], [-1.746, 0.930, -1.824], [-1.705, -1.378, -1.697], [-2.865, -1.562, -0.328], [0.124, -2.279, -0.336], [-1.247, -3.440, -0.404], [-0.027, -2.130, 3.146], [1.014, -1.940, 1.577]],
  "lowdin_charge": [-0.50, 1.01, -0.35, 0.99, -0.63, -0.48, 0.03, 0.06, -0.34, -0.26, -0.08, -0.22, -0.08, -0.11, -0.07, -0.13, 1.84, 0.16, 0.16, 0.18, 0.16, 0.16, 0.14, 0.17, 0.11, 0.11],
  "multiplicity": 6,
  "e_tot_ha": -2608.3807,
  "charge": 2,
  "lumo_ha": [-0.309, -0.324]
}